[1]
Density functional theory data (ωB97M-V/def2-TZVPD) for C11H15NPRh as an isolated structure at a distorted geometry.

XYZ file:
```
29
Properties=species:S:1:pos:R:3:forces:R:3
C -1.814 -0.938 0.103 -2.430 -1.332 -0.068
C -1.604 -1.633 -1.156 -2.035 -1.144 -0.066
C -0.490 -2.540 -0.994 -0.188 -2.183 0.271
C 0.026 -2.353 0.372 -1.542 -2.601 1.142
C -0.886 -1.438 1.037 0.128 -1.275 1.866
Rh 0.050 -0.700 -0.614 5.143 8.472 -2.541
P -0.326 1.911 0.024 0.319 -0.120 -0.707
H -2.592 -0.205 0.293 0.167 -0.183 -0.033
H -2.248 -1.530 -2.029 0.338 -0.047 0.219
H -0.126 -3.293 -1.699 -0.198 0.486 0.197
H -0.822 -1.213 2.102 -0.029 0.226 -0.379
H 0.819 -2.883 0.886 -0.142 -0.161 -0.225
H -0.059 2.464 1.305 -0.019 -0.095 -0.320
H -1.542 2.589 -0.202 0.017 -0.086 0.011
H 0.487 2.776 -0.762 -0.175 0.052 0.396
N 2.156 0.349 0.884 2.071 1.695 0.999
C 2.733 1.647 0.830 -1.319 -2.087 -0.058
C 2.571 2.521 1.918 -0.776 -1.021 0.982
C 3.016 3.838 1.800 0.160 1.579 0.785
C 3.595 4.280 0.601 0.090 -0.392 0.030
C 3.726 3.399 -0.486 0.750 1.315 -0.878
C 3.281 2.081 -0.381 0.047 -1.423 -0.854
H 1.895 0.072 1.828 -0.165 0.143 -0.221
H 2.723 -0.388 0.466 -0.354 0.253 -0.454
H 2.046 2.164 2.807 0.287 0.110 -0.233
H 2.909 4.508 2.657 0.115 -0.147 -0.425
H 3.974 5.305 0.523 -0.227 -0.378 -0.010
H 4.178 3.724 -1.420 -0.111 0.084 0.276
H 3.286 1.391 -1.229 0.077 0.262 0.298
```
Forces are in eV/Å.

Properties
spin multiplicity	5
<S²>	6.02
frontier orbital gap (spin up / spin down)	4.9 / 5.7	eV
relative energy (zero: lowest compared OMol25 entry of this formula, charge and spin)	55.7	kcal per mole
net charge	0
DFT total energy	-25428.75170	eV

[2]
Density functional theory data (ωB97M-V/def2-TZVPD) for a 2-piece molecular cluster, C18H17F6NO2S overall at a distorted geometry.

XYZ file:
```
45
Properties=species:S:1:pos:R:3:forces:R:3
F 4.802 -0.084 -2.337 -0.552 -0.829 -0.039
C 3.755 -0.942 -2.288 0.002 0.235 -0.155
F 3.707 -1.642 -3.434 0.141 0.357 0.754
F 3.944 -1.800 -1.251 0.134 0.264 -0.663
S 2.215 0.061 -1.946 -1.369 -1.950 -0.057
C 0.980 -1.089 -1.662 1.066 0.663 -0.181
C -0.378 -0.865 -2.024 -0.602 -0.195 -0.405
C -0.999 0.416 -2.124 0.127 -0.397 0.076
C -2.365 0.524 -2.328 0.200 -0.238 0.029
C -3.150 -0.621 -2.464 -0.679 0.034 -0.267
C -4.650 -0.510 -2.522 0.445 -0.065 -0.233
F -5.222 -1.604 -3.115 0.130 0.908 0.505
F -5.179 -0.419 -1.257 -0.081 0.015 -0.869
F -5.060 0.595 -3.214 -0.030 -0.757 0.597
C -2.564 -1.884 -2.487 0.386 0.085 0.311
C -1.203 -2.006 -2.268 0.124 0.303 0.168
O 2.653 0.657 -0.698 0.605 0.685 0.108
O 1.964 0.880 -3.106 0.281 0.333 0.470
H 1.324 -2.073 -1.365 0.083 0.109 -0.060
H -0.399 1.318 -2.004 -0.131 -0.227 -0.043
H -2.827 1.505 -2.378 0.020 -0.085 0.041
H -3.174 -2.764 -2.666 0.076 0.101 0.055
H -0.727 -2.990 -2.272 -0.193 0.296 -0.043
C 1.403 -2.361 2.696 0.487 -0.323 -0.290
N 0.720 -1.125 2.318 0.491 1.259 -0.238
C -0.732 -1.132 2.499 -0.486 0.064 0.512
C 1.411 -0.066 1.918 -0.148 -1.002 0.528
C 1.014 1.305 2.105 -0.450 1.244 0.085
C 0.095 1.739 3.106 -0.027 -0.212 -0.606
C -0.360 3.053 3.120 0.200 -0.068 0.102
C 0.134 3.996 2.207 0.195 -0.438 -0.237
C 1.130 3.618 1.299 -0.323 0.259 0.494
C 1.595 2.316 1.298 -0.017 -0.552 -0.039
H 0.652 -3.145 2.787 0.290 0.010 -0.104
H 2.152 -2.637 1.945 -0.190 0.066 0.068
H 1.916 -2.247 3.663 -0.269 0.082 -0.293
H -1.044 -2.181 2.491 -0.041 0.336 -0.136
H -1.020 -0.704 3.466 -0.025 -0.258 -0.261
H -1.242 -0.593 1.693 0.315 -0.036 0.144
H 2.377 -0.285 1.446 -0.188 0.140 0.357
H -0.245 1.042 3.871 -0.050 0.277 -0.277
H -1.114 3.348 3.849 0.272 -0.045 -0.094
H -0.236 5.021 2.217 0.016 -0.261 0.004
H 1.545 4.329 0.584 -0.072 -0.141 0.307
H 2.398 2.046 0.631 -0.164 -0.045 -0.128
```
Forces are in eV/Å.

Properties
frontier orbital gap	4.3	eV
relative energy (zero: lowest compared OMol25 entry of this formula, charge and spin)	14.2	kcal per mole
net charge	0
DFT total energy	-51664.25368	eV

[3]
Density functional theory data (ωB97M-V/def2-TZVPD) for a 2-piece molecular cluster, C5H9NO overall at a distorted geometry.

XYZ file:
```
16
Properties=species:S:1:pos:R:3:forces:R:3
C -0.271 -1.643 -0.605 -0.844 1.059 -0.738
C 0.633 -1.123 0.360 -0.835 -0.675 2.238
N 0.749 0.191 0.220 0.070 1.084 -0.178
C 0.060 0.625 -0.915 0.825 -1.525 0.146
C -0.624 -0.542 -1.369 0.686 0.360 -1.444
C 0.443 1.831 -1.679 -0.430 -0.137 0.758
H -0.745 -2.617 -0.673 0.713 0.017 -0.004
H 1.001 -1.565 1.306 -0.097 0.064 -0.975
H 1.047 0.781 0.988 0.396 0.018 -0.242
H -1.005 -0.433 -2.388 -0.682 -0.750 0.607
H 0.246 2.704 -1.060 0.243 0.373 -0.103
H 1.506 1.738 -1.886 0.261 0.217 0.111
H -0.065 1.927 -2.626 -0.361 -0.104 -0.065
H -1.322 0.100 3.502 -0.119 -0.149 0.174
H -0.973 -1.408 3.589 -0.208 0.010 0.225
O -0.681 -0.565 3.236 0.381 0.136 -0.509
```
Forces are in eV/Å.

Properties
spin multiplicity	2
<S²>	0.76
frontier orbital gap (spin up / spin down)	10.8 / 7.9	eV
relative energy (zero: lowest compared OMol25 entry of this formula, charge and spin)	1.4	kcal per mole
net charge	+1
DFT total energy	-8860.38907	eV

Which formula does entry 2 have?
C18H17F6NO2S

Number 1 is which compound?
C11H15NPRh

Which formula does entry 3 have?
C5H9NO